(1)
A molecular structure, C36H29BrClINPPd. Source: the OMol25 dataset; level of theory: the ωB97M-V functional and the def2-TZVPD basis.

ORCA input file:
```
! RIJCOSX wB97M-V def2-TZVPD def2/J DEFGRID3
* xyz 0 3
Pd -1.5271 -0.1297 -0.1178
I -1.3544 0.3751 5.7311
C -2.3315 1.1741 4.0543
C -3.4323 2.0047 4.1911
C -4.0511 2.4615 3.0385
C -3.5530 2.0657 1.8065
N -2.4846 1.2834 1.6836
C -1.8764 0.8490 2.7885
H -3.7980 2.2920 5.1673
H -4.9092 3.1169 3.0959
H -4.0222 2.3796 0.8817
H -0.9986 0.2278 2.6456
C 4.4863 1.1284 3.0867
C 3.7728 2.2496 2.6927
C 2.6985 2.1279 1.8226
C 2.3310 0.8794 1.3240
C 3.0418 -0.2465 1.7439
C 4.1136 -0.1215 2.6119
P 0.8858 0.6411 0.1990
C 1.6817 -0.5167 -0.9861
C 1.0488 -1.7419 -1.2021
C 1.5659 -2.6609 -2.1004
C 2.7238 -2.3597 -2.8024
C 3.3900 -1.1688 -2.5557
C 2.8895 -0.2639 -1.6317
C 0.8557 2.3308 -0.5446
C 1.7469 2.8370 -1.4879
C 1.6377 4.1457 -1.9341
C 0.6492 4.9812 -1.4353
C -0.2298 4.4971 -0.4793
C -0.1280 3.1832 -0.0463
H 5.3231 1.2269 3.7659
H 4.0544 3.2283 3.0609
H 2.1532 3.0129 1.5228
H 2.7599 -1.2256 1.3744
H 4.6632 -1.0026 2.9188
H 0.1388 -1.9666 -0.6567
H 1.0666 -3.6100 -2.2495
H 3.1087 -3.0585 -3.5339
H 4.3066 -0.9445 -3.0873
H 3.4566 0.6281 -1.4009
H 2.5256 2.2128 -1.9019
H 2.3287 4.5177 -2.6802
H 0.5676 6.0004 -1.7900
H -1.0028 5.1399 -0.0760
H -0.8194 2.8096 0.6916
Br -0.8924 -1.3856 -6.6802
C -1.1984 -0.8123 -4.8854
C -0.5352 0.3003 -4.4041
C -0.7129 0.6753 -3.0768
C -1.5285 -0.0539 -2.2188
C -2.2416 -1.1240 -2.7609
C -2.0773 -1.5165 -4.0852
H 0.1213 0.8667 -5.0526
H -0.1948 1.5560 -2.7321
H -2.9502 -1.6792 -2.1573
H -2.6235 -2.3603 -4.4875
Cl 0.2478 -6.4190 1.7322
C -0.6991 -5.0041 1.4121
C -1.2300 -4.8008 0.1449
C -1.9875 -3.6764 -0.1094
C -2.2533 -2.7223 0.8976
C -3.0692 -1.5657 0.6631
C -1.6818 -2.9587 2.1692
C -0.9204 -4.0782 2.4246
H -1.0525 -5.5304 -0.6341
H -2.3805 -3.5192 -1.1061
H -3.4801 -1.0990 1.5508
H -3.7604 -1.5967 -0.1736
H -1.8550 -2.2412 2.9640
H -0.4980 -4.2455 3.4066
*
```

Summary:
Orbital gap (alpha / beta), eV: 6.68 / 6.63
LUMO energy (alpha / beta), hartree: 0.0029 / -0.0364
⟨S²⟩: 2.028
ΔE to the lowest compared entry with this formula, charge and spin, kJ/mol: 58.31
HOMO level (alpha / beta), eV: -6.6 / -7.6

=====

(2)
11 unconnected molecules or ions with the total composition C35H101O40P9. Source: the OMol25 dataset; level of theory: the ωB97M-V functional and the def2-TZVPD basis.

ORCA input file:
```
! RIJCOSX wB97M-V def2-TZVPD def2/J DEFGRID3
* xyz 0 1
C 1.2754 -2.0901 -3.8184
O 2.6374 -2.3801 -3.5624
P 3.5803 -3.1045 -4.7145
O 3.0352 -2.9344 -6.0866
O 5.0378 -2.4521 -4.5175
C 5.2660 -1.1142 -5.0213
O 3.5748 -4.6202 -4.1540
C 4.4064 -5.5461 -4.6989
H 0.6747 -2.5842 -3.0549
H 0.9267 -2.3534 -4.8170
H 1.1583 -1.0182 -3.6590
H 4.8145 -0.8664 -5.9819
H 6.3296 -0.9308 -5.1736
H 4.8772 -0.4127 -4.2832
H 3.9083 -6.5049 -4.8429
H 5.2618 -5.6800 -4.0368
H 4.8455 -5.1783 -5.6262
C 6.7744 0.0752 -2.1483
O 5.8640 -0.9038 -1.7409
P 5.8730 -1.6586 -0.3137
O 6.2244 -0.8118 0.8805
O 6.8904 -2.9267 -0.5257
C 6.8203 -3.6500 -1.7457
O 4.3278 -2.2574 -0.2770
C 3.7601 -2.6587 0.9254
H 7.4071 -0.4276 -2.8796
H 7.3506 0.4623 -1.3078
H 6.2661 0.9468 -2.5607
H 5.8704 -3.5465 -2.2701
H 6.8957 -4.7265 -1.5919
H 7.5553 -3.3972 -2.5098
H 4.3171 -2.5003 1.8488
H 3.5008 -3.7107 0.8066
H 2.8481 -2.1279 1.1987
C -4.2860 -7.3390 -4.5774
O -5.5124 -6.7641 -4.0586
P -5.4498 -5.6971 -2.8518
O -6.7962 -5.2567 -2.3837
O -4.4067 -4.5458 -3.2746
C -4.0448 -3.6130 -2.2798
O -4.5380 -6.5532 -1.7991
C -5.0130 -7.7662 -1.2599
H -4.1609 -8.3983 -4.3531
H -3.3616 -6.8492 -4.2710
H -4.3341 -7.2503 -5.6627
H -3.0541 -3.8457 -1.8894
H -4.7151 -3.5066 -1.4268
H -3.9839 -2.7392 -2.9285
H -5.2531 -8.4236 -2.0956
H -5.8721 -7.5742 -0.6170
H -4.2307 -8.1688 -0.6165
C -4.0953 1.4307 -0.0313
O -5.0372 2.4982 0.2543
P -6.4422 2.1311 1.0809
O -6.2700 1.4895 2.3612
O -7.2234 3.5193 1.0573
C -6.6872 4.6841 1.6656
O -7.3137 1.2314 0.0596
C -7.9312 1.7325 -1.1076
H -4.3672 0.4450 0.3464
H -3.0989 1.7312 0.2926
H -3.9386 1.3913 -1.1092
H -6.3306 5.3840 0.9099
H -5.9013 4.4514 2.3841
H -7.5080 5.1575 2.2043
H -7.9208 2.8203 -1.1768
H -8.9819 1.4452 -1.1469
H -7.4301 1.3097 -1.9783
C 1.5368 4.4160 3.0610
O 2.7922 4.9166 3.2738
P 3.0116 6.0032 4.5006
O 1.9989 7.0841 4.6162
O 3.1500 4.9784 5.8049
C 4.0373 3.9190 5.9401
O 4.5703 6.4873 4.2592
C 5.1670 7.3025 5.2330
H 0.7953 4.7251 3.7977
H 1.6462 3.3374 3.1747
H 0.9792 4.5462 2.1336
H 3.6622 3.1468 5.2686
H 4.2335 3.4905 6.9230
H 5.0697 4.1417 5.6707
H 4.4626 7.5028 6.0403
H 5.5202 8.2756 4.8918
H 6.1172 6.9860 5.6633
C -3.6218 0.7691 -4.5911
O -4.5978 0.4677 -3.6390
P -5.8906 -0.4373 -3.9610
O -5.7678 -1.3439 -5.1302
O -6.1543 -1.0828 -2.4783
C -7.3253 -1.7997 -2.2491
O -7.0691 0.6858 -4.1470
C -7.0353 1.5557 -5.2123
H -3.9316 0.6086 -5.6238
H -2.6674 0.2911 -4.3706
H -3.4915 1.8512 -4.6062
H -8.1390 -1.1645 -1.8991
H -7.2236 -2.5092 -1.4279
H -7.6673 -2.3539 -3.1232
H -7.9238 1.5028 -5.8415
H -6.1797 1.4280 -5.8754
H -6.9745 2.6098 -4.9413
C 0.5357 3.5159 6.7092
O -0.1440 2.8297 5.7271
P -1.5411 2.0685 6.0574
O -2.5685 2.9154 6.6727
O -1.9105 1.3269 4.6954
C -1.9996 2.1608 3.5572
O -1.0559 0.8168 7.0595
C -1.9757 0.1145 7.8494
H 0.5605 4.5927 6.5420
H 1.5602 3.1481 6.6510
H 0.1305 3.3515 7.7076
H -2.4551 1.8777 2.6082
H -1.0303 2.5629 3.2623
H -2.5898 3.0133 3.8935
H -2.5042 -0.5553 7.1710
H -2.7515 0.7512 8.2746
H -1.4772 -0.4467 8.6398
C 4.0424 1.0231 2.9815
O 3.1343 -0.0006 2.9030
P 1.5262 0.2937 3.1242
O 0.7651 1.1134 2.1416
O 0.8545 -1.1612 3.1639
C -0.5140 -1.3942 3.3973
O 1.4960 0.7854 4.6937
C 1.9496 -0.0388 5.7642
H 4.0668 1.5484 2.0268
H 5.0645 0.6454 3.0117
H 3.9532 1.6767 3.8492
H -1.1396 -0.5823 3.0266
H -0.8519 -1.5070 4.4275
H -0.8478 -2.2619 2.8283
H 1.2032 -0.2787 6.5214
H 2.6950 0.5051 6.3445
H 2.4620 -0.9228 5.3844
C 1.7524 0.0953 -0.8427
O 1.3765 0.7100 -2.1028
P -0.1711 1.3889 -2.2287
O -0.1433 2.4788 -3.2534
O -0.9462 0.0416 -2.6237
C -1.6807 -0.8534 -1.7722
O -0.6470 1.7392 -0.7397
C -0.1279 2.9819 -0.1989
H 2.6924 -0.4365 -0.6954
H 0.9715 -0.6266 -0.6036
H 1.7509 0.8264 -0.0342
H -1.4199 -1.9109 -1.8157
H -2.7197 -0.8045 -2.0981
H -1.6649 -0.4924 -0.7439
H 0.9516 3.0035 -0.3481
H -0.2325 3.0668 0.8828
H -0.4051 3.9145 -0.6903
C 5.9532 7.3859 0.2399
O 5.4021 6.1528 -0.1430
C 3.9929 6.2164 -0.1860
C 3.2750 4.8355 -0.5063
O 3.8506 4.4136 -1.7611
C 3.7036 3.0494 -1.9938
H 5.5429 7.8758 1.1229
H 6.0273 8.0234 -0.6411
H 7.0019 7.1698 0.4441
H 3.7661 6.9580 -0.9519
H 3.6235 6.5875 0.7700
H 2.2263 5.0304 -0.7305
H 3.3970 4.2166 0.3826
H 3.9484 2.3933 -1.1585
H 4.3806 2.8971 -2.8344
H 2.6628 2.8756 -2.2671
C -0.2425 -5.5873 -3.4200
O -0.5385 -5.1234 -2.1139
C -1.0383 -6.0435 -1.1776
C -1.3320 -5.5053 0.1998
O -0.1524 -4.9290 0.8363
C 0.2373 -3.5805 0.4107
H 0.4061 -6.4605 -3.3504
H 0.3433 -4.8509 -3.9702
H -1.1413 -5.8216 -3.9905
H -0.3707 -6.8993 -1.0781
H -1.9806 -6.4002 -1.5936
H -1.6491 -6.3752 0.7749
H -2.1229 -4.7555 0.1814
H -0.5952 -2.8777 0.4449
H 0.7751 -3.4466 -0.5279
H 0.9119 -3.3438 1.2334
*
```

Summary:
Orbital gap, eV: 9.87
LUMO energy, hartree: 0.0156
Structure (SMILES): COP(=O)(OC)OC.COP(=O)(OC)OC.COP(=O)(OC)OC.COP(=O)(OC)OC.COP(=O)(OC)OC.COP(=O)(OC)OC.COP(=O)(OC)OC.COP(=O)(OC)OC.COP(=O)(OC)OC.COCCOC.COCCOC
HOMO level, eV: -9.4

=====

(3)
A molecular structure, C37H30AlClIN2OP2Se. Source: the OMol25 dataset; level of theory: the ωB97M-V functional and the def2-TZVPD basis.

ORCA input file:
```
! RIJCOSX wB97M-V def2-TZVPD def2/J DEFGRID3
* xyz 1 1
Al -1.3729 -0.2178 1.5240
Cl 4.1982 -0.2425 5.4512
C 3.0721 -0.1207 4.1394
C 3.5181 0.1636 2.8839
C 2.6227 0.2637 1.7879
I 3.3202 0.7545 -0.0959
C 1.2850 0.0523 1.9738
O 0.3473 0.1087 1.0499
C 0.8258 -0.2197 3.2916
N -0.5304 -0.3622 3.3957
C -1.0522 -0.5930 4.5852
C -0.2660 -0.7033 5.7391
C 1.0938 -0.5656 5.6439
C 1.6861 -0.3094 4.3895
H 4.5760 0.3179 2.7213
H -2.1278 -0.7034 4.6449
H -0.7454 -0.8946 6.6878
H 1.7196 -0.6477 6.5226
C -1.5481 -0.0142 -2.2575
C -1.2735 1.3817 -1.6801
P -1.7355 1.7314 0.0554
C -0.5598 3.0090 0.5983
C -0.1720 3.0679 1.9347
C 0.6858 4.0621 2.3791
C 1.1682 5.0071 1.4844
C 0.7801 4.9616 0.1528
C -0.0839 3.9704 -0.2885
C -3.3311 2.5959 0.0740
C -4.1185 2.7625 -1.0599
C -5.3487 3.3961 -0.9693
C -5.8009 3.8600 0.2555
C -5.0191 3.6985 1.3921
C -3.7904 3.0659 1.3032
C -0.5881 -1.1084 -1.7424
P -1.1688 -1.9593 -0.2392
C -2.1693 -3.3771 -0.7904
C -3.5037 -3.2156 -1.1603
C -4.2337 -4.2982 -1.6296
C -3.6416 -5.5470 -1.7328
C -2.3107 -5.7128 -1.3745
C -1.5746 -4.6364 -0.9058
C 0.2872 -2.7489 0.5389
C 1.5663 -2.7205 -0.0024
C 2.6383 -3.2459 0.7085
C 2.4390 -3.8056 1.9615
C 1.1591 -3.8542 2.5017
C 0.0894 -3.3282 1.7937
H -1.3966 0.0646 -3.3343
H -2.5960 -0.2964 -2.1136
H -1.7705 2.1372 -2.2879
H -0.2008 1.5847 -1.7305
H -0.5377 2.3344 2.6472
H 0.9824 4.0951 3.4193
H 1.8414 5.7821 1.8255
H 1.1483 5.7019 -0.5449
H -0.3825 3.9583 -1.3298
H -3.7970 2.3842 -2.0204
H -5.9567 3.5175 -1.8555
H -6.7651 4.3453 0.3268
H -5.3678 4.0644 2.3486
H -3.1866 2.9511 2.1969
H 0.3883 -0.6728 -1.5179
H -0.4545 -1.8796 -2.5032
H -3.9785 -2.2484 -1.0920
H -5.2689 -4.1600 -1.9118
H -4.2151 -6.3917 -2.0907
H -1.8407 -6.6836 -1.4582
H -0.5401 -4.7871 -0.6285
H 1.7436 -2.2817 -0.9758
H 3.6318 -3.2113 0.2806
H 3.2769 -4.2115 2.5129
H 0.9947 -4.3058 3.4716
H -0.9106 -3.3826 2.2165
Se -3.6014 -0.6357 2.4573
C -4.3424 -0.4204 0.7785
N -4.7206 -0.2763 -0.3015
*
```

Summary:
Orbital gap, eV: 7.34
LUMO energy, hartree: -0.1281
ΔE to the lowest compared entry with this formula, charge and spin, kJ/mol: 0.00
HOMO level, eV: -10.8

=====

(4)
11 unconnected molecules or ions with the total composition C34H73F8O11S10. Source: the OMol25 dataset; level of theory: the ωB97M-V functional and the def2-TZVPD basis.

ORCA input file:
```
! RIJCOSX wB97M-V def2-TZVPD def2/J DEFGRID3
* xyz -1 1
F -7.3437 6.0694 -1.2699
C -6.6067 5.3969 -0.2969
F -7.4899 4.5549 0.3198
C -5.4950 4.6092 -1.1085
F -6.1576 3.9614 -2.1071
F -4.6913 5.5924 -1.6401
C -4.6400 3.6640 -0.2055
F -5.3942 2.7855 0.5254
F -4.0034 4.4740 0.7252
C -3.5158 2.8472 -0.9465
F -3.9035 2.3439 -2.1613
F -3.2590 1.7383 -0.1412
C -2.1688 3.6226 -1.1515
O -1.2636 2.9608 -1.9981
C -0.4439 2.0036 -1.2776
C 0.9566 1.7731 -1.9291
C 0.9405 0.8254 -3.1897
C 1.3910 -0.5713 -2.8669
C 0.8350 -1.6589 -3.7060
C 1.2094 -3.0070 -3.4328
C 2.1037 -3.3820 -2.3606
C 2.6669 -2.3266 -1.5568
C 2.3222 -0.9513 -1.8095
H -6.1891 6.1862 0.3610
H -1.7259 3.9421 -0.1811
H -2.4388 4.5716 -1.6930
H -1.0062 1.0492 -1.1409
H -0.2513 2.4022 -0.2396
H 1.3389 2.7691 -2.2910
H 1.6490 1.4549 -1.1176
H -0.1542 0.7044 -3.4381
H 0.1459 -1.4335 -4.5483
H 0.7942 -3.8106 -4.0786
H 2.3930 -4.4307 -2.1537
H 3.3664 -2.5871 -0.7381
H 2.7994 -0.1589 -1.1631
C -8.7866 0.7956 -0.4304
S -8.0385 -0.8123 -0.1100
O -9.1440 -1.8047 -0.0017
C -7.4922 -0.4303 1.5634
H -9.2323 0.7735 -1.4238
H -9.5602 0.9997 0.3114
H -8.0168 1.5682 -0.3953
H -8.3485 -0.1473 2.1785
H -6.7655 0.3831 1.5329
H -7.0216 -1.3184 1.9830
C 6.5203 -4.7737 -1.8040
S 5.6673 -6.0139 -2.7941
O 4.2408 -5.6054 -2.8894
C 5.7720 -7.3310 -1.5687
H 6.5407 -3.8410 -2.3612
H 5.9918 -4.6211 -0.8616
H 7.5438 -5.1025 -1.6123
H 5.2888 -7.0127 -0.6429
H 6.8166 -7.5757 -1.3834
H 5.2627 -8.2073 -1.9611
C -1.8295 7.2476 2.6532
S -0.3298 6.2690 2.4414
O -0.6839 5.0910 1.6103
C -0.2296 5.7086 4.1511
H -2.1034 7.6669 1.6858
H -2.6387 6.6127 3.0172
H -1.6390 8.0578 3.3587
H -1.1404 5.1717 4.4200
H -0.0901 6.5683 4.8084
H 0.6259 5.0408 4.2421
C -9.8093 2.0101 4.9171
S -10.5777 0.8055 6.0125
O -10.3160 1.2452 7.4142
C -9.4338 -0.5357 5.6466
H -10.3473 2.9522 5.0135
H -8.7659 2.1552 5.1996
H -9.8761 1.6584 3.8868
H -8.4137 -0.2300 5.8822
H -9.5121 -0.8040 4.5921
H -9.7042 -1.3953 6.2584
C 6.4920 1.7046 1.2954
S 5.6202 0.4739 0.3068
O 4.1942 0.8963 0.2222
C 5.7114 -0.8486 1.5246
H 6.5155 2.6389 0.7349
H 5.9693 1.8600 2.2409
H 7.5115 1.3634 1.4787
H 5.2347 -0.5297 2.4536
H 6.7519 -1.1060 1.7039
H 5.1863 -1.7157 1.1245
C 2.4814 6.6811 -5.4641
S 2.3163 6.1284 -3.7541
O 3.4681 5.2351 -3.4651
C 0.8733 5.0884 -4.0379
H 3.3567 7.3265 -5.5332
H 2.6113 5.8199 -6.1207
H 1.5922 7.2442 -5.7519
H 1.1003 4.3290 -4.7877
H 0.0406 5.7109 -4.3715
H 0.6050 4.5999 -3.1018
C 10.8151 -1.4558 -0.3023
S 10.1848 -0.9849 1.3180
O 8.7094 -0.8365 1.1905
C 10.8922 0.6725 1.3224
H 10.4562 -2.4584 -0.5311
H 10.4520 -0.7590 -1.0585
H 11.9060 -1.4565 -0.2813
H 10.5255 1.2349 0.4627
H 11.9805 0.6036 1.2918
H 10.5872 1.1728 2.2408
C -13.5337 1.9991 7.6724
S -14.5203 1.5532 6.2318
O -14.2505 2.5669 5.1742
C -16.1162 1.9553 6.9681
H -12.4804 1.8624 7.4261
H -13.7126 3.0426 7.9358
H -13.7964 1.3492 8.5083
H -16.1299 3.0017 7.2758
H -16.2937 1.3071 7.8274
H -16.8910 1.7861 6.2213
C 4.9657 -11.7552 -0.7607
S 6.5536 -10.9810 -0.4066
O 6.8316 -10.0174 -1.5057
C 7.5513 -12.4505 -0.7135
H 4.1876 -10.9988 -0.6664
H 4.9653 -12.1531 -1.7762
H 4.7829 -12.5550 -0.0418
H 7.3867 -12.8050 -1.7319
H 7.2851 -13.2279 0.0041
H 8.5999 -12.1849 -0.5864
C 8.1272 -1.6546 -5.9320
S 7.4290 -2.9063 -4.8409
O 7.7149 -2.4814 -3.4434
C 8.6092 -4.2023 -5.2625
H 7.5598 -0.7340 -5.8023
H 9.1725 -1.4782 -5.6738
H 8.0453 -1.9885 -6.9672
H 9.6247 -3.8651 -5.0472
H 8.5115 -4.4534 -6.3195
H 8.3818 -5.0810 -4.6593
*
```

Summary:
Orbital gap, eV: 2.70
LUMO energy, hartree: 0.0613
ΔE to the lowest compared entry with this formula, charge and spin, kJ/mol: 146.90
HOMO level, eV: -1.0

=====

| no. | largest force on an atom (hartree/bohr) |
| --- | --- |
| 1 | 0.0142 |
| 2 | 0.0813 |
| 3 | 0.0128 |
| 4 | 0.0559 |